1:
Molecular formula: H3NO
Method: DFT, ωB97M-V/def2-TZVPD

```
5
H3NO ωB97M-V/def2-TZVPD
O 0.921 -0.445 -0.157
H -0.590 0.674 -0.213
H -0.896 -0.554 0.652
N -0.511 -0.389 -0.296
H 1.076 0.714 0.014
```

The spin multiplicity is 1. For the HOMO-LUMO gap, the calculation gives 10.2 eV. Its SMILES is NO.

Charges per atom according to Mulliken partitioning, unit e: atom 1 (O): -0.3758, atom 2 (H): 0.2159, atom 3 (H): 0.2663, atom 4 (N): -0.4259, atom 5 (H): 0.3195

2:
Molecular formula: H3NO
Method: DFT, ωB97M-V/def2-TZVPD

```
5
H3NO ωB97M-V/def2-TZVPD
N 0.684 -0.106 -0.109
H -1.112 0.880 0.304
H 0.947 -0.285 0.857
O -0.718 -0.108 -0.034
H 1.122 1.010 -0.131
```

The spin multiplicity is 1. For the HOMO-LUMO gap, the calculation gives 10.5 eV. Its SMILES is NO.

Charges per atom according to Mulliken partitioning, unit e: atom 1 (N): -0.4420, atom 2 (H): 0.3143, atom 3 (H): 0.2582, atom 4 (O): -0.3733, atom 5 (H): 0.2429

The structure with the least stability is 1.

1:
Molecular formula: C24H22N4O3S
Method: DFT, ωB97M-V/def2-TZVPD

```
54
C24H22N4O3S ωB97M-V/def2-TZVPD
H 6.682 -1.858 1.060
H -5.935 3.328 0.700
C 3.000 0.736 0.544
C 6.983 0.209 -0.858
N -4.415 0.926 0.305
H -1.154 -3.730 -1.977
O -4.120 1.599 2.545
C -3.870 -0.477 0.293
C -4.798 3.171 0.772
N 2.234 1.625 -1.307
C 3.374 1.177 -0.652
H -2.462 -2.668 2.530
C -4.482 1.757 1.413
H 7.194 0.700 -2.037
H 5.920 -1.022 2.700
S -4.312 3.722 -1.138
C 1.216 1.604 -0.196
C -2.757 -2.058 1.638
H -3.323 -5.446 -0.667
C 5.703 0.386 -0.395
H -3.469 -0.432 2.793
N 1.619 0.911 1.048
C -1.785 3.212 -1.908
H -1.539 -5.925 -0.657
H -3.899 -0.893 -1.670
H 4.853 1.469 -2.182
C -2.649 3.138 -0.625
C -3.132 -2.543 -0.800
O -3.023 -3.197 -1.956
O -2.235 -4.113 0.568
C 5.280 -0.141 0.888
C -0.037 2.032 -0.362
C -0.570 2.855 -1.486
H 7.251 -0.933 -0.905
H 3.727 -0.326 2.288
H -0.968 1.821 1.630
C 3.921 0.089 1.335
C -2.280 -5.074 -0.531
C 6.236 -0.596 1.719
C -1.072 2.098 0.675
H 1.097 0.790 1.826
C -3.346 -1.000 1.437
C -2.226 -4.079 -1.695
H 7.695 0.733 -0.354
H -4.656 1.199 -0.685
H -2.349 -4.766 -2.819
C 4.755 1.135 -1.177
C -3.666 -1.119 -0.748
H 0.277 2.932 -2.373
H -2.135 3.702 -2.572
H 7.041 -0.042 1.773
H -4.528 3.737 1.466
C -2.705 -3.050 0.425
N -2.161 2.696 0.361
```

The spin multiplicity is 1. For the HOMO-LUMO gap, the calculation gives 6.5 eV.

Here are the Mulliken charges for atoms 1 to 8, given in e: atom 1 (H): 0.1918, atom 2 (H): 0.4244, atom 3 (C): 0.8129, atom 4 (C): -1.2628, atom 5 (N): -0.0894, atom 6 (H): 0.3808, atom 7 (O): -0.5921, atom 8 (C): 0.1737

2:
Molecular formula: C24H22N4O3S
Method: DFT, ωB97M-V/def2-TZVPD

```
54
C24H22N4O3S ωB97M-V/def2-TZVPD
H 1.336 4.580 3.672
H -0.244 -2.139 2.108
H 0.095 2.684 2.510
H -0.276 -4.918 1.572
H 5.115 -0.346 -3.335
C -6.248 -1.334 -1.952
C 1.733 -1.382 1.404
N 1.775 -0.038 1.701
H 3.061 2.130 3.062
C 1.702 0.573 -1.824
H -5.518 0.909 0.460
N 2.748 -1.942 0.785
C 0.260 1.788 -0.196
H -3.344 1.512 0.497
H 0.365 -5.041 -0.075
C 2.616 1.575 -2.124
H 3.030 4.368 4.123
H 2.363 2.609 -1.942
H 2.578 0.449 1.320
C 1.187 -3.472 1.088
N -0.956 1.854 0.210
C 4.155 -0.088 -2.914
C -3.905 -0.794 -1.982
C 3.232 -1.081 -2.633
H -2.927 -0.927 -2.413
C 0.619 -4.835 0.964
S 1.558 2.644 0.602
C -4.077 0.087 -0.907
H 2.579 4.494 2.421
O -0.168 0.185 2.861
C 2.005 -0.758 -2.086
H 3.469 -2.115 -2.830
C -6.435 -0.468 -0.885
H 1.351 -5.574 1.283
C -3.025 0.865 -0.314
C 0.693 -2.319 1.628
C 1.043 2.181 2.310
C 0.797 0.676 2.330
C 3.844 1.238 -2.663
H -7.419 -0.342 -0.457
O -0.939 -0.533 -2.363
H 1.800 2.210 4.300
C -5.366 0.234 -0.370
H 4.556 2.016 -2.891
H -7.085 -1.883 -2.357
C -4.982 -1.491 -2.494
N 0.468 0.905 -1.233
C -1.695 0.968 -0.565
C -0.767 0.315 -1.515
H 1.280 -1.526 -1.869
C 2.272 4.106 3.390
O 2.414 -3.241 0.589
C 2.106 2.593 3.323
H -4.832 -2.164 -3.325
```

The spin multiplicity is 1. For the HOMO-LUMO gap, the calculation gives 7.4 eV. Its SMILES is CC[C@@H](SC1=N/C(=C/c2ccccc2)C(=O)N1c1ccccc1)C(=O)Nc1cc(C)on1.

Here are the Mulliken charges for atoms 1 to 8, given in e: atom 1 (H): 0.3156, atom 2 (H): 0.5109, atom 3 (H): 0.6284, atom 4 (H): 0.3269, atom 5 (H): 0.4068, atom 6 (C): -0.3805, atom 7 (C): 0.5081, atom 8 (N): 0.0481

The structure with the least stability is 1.

1:
Molecular formula: C3H9P
Method: DFT, ωB97M-V/def2-TZVPD

```
13
C3H9P ωB97M-V/def2-TZVPD
H -0.501 1.225 0.704
H -3.161 0.651 0.158
C 0.726 -0.858 -0.198
H -2.582 -0.521 -1.331
C -0.756 0.651 -0.150
C 1.743 0.019 0.525
H 2.220 0.745 -0.255
H 1.456 0.438 1.400
P -2.214 -0.395 0.067
H -0.669 1.265 -0.936
H 2.649 -0.717 0.793
H 0.277 -1.465 0.503
H 0.813 -1.039 -1.279
```

The spin multiplicity is 1. For the HOMO-LUMO gap, the calculation gives 9.8 eV.

Here are the Mulliken charges for atoms 1 to 8, given in e: atom 1 (H): 0.4029, atom 2 (H): 0.0276, atom 3 (C): -0.7371, atom 4 (H): 0.0207, atom 5 (C): -0.8467, atom 6 (C): -0.9879, atom 7 (H): 0.2322, atom 8 (H): 0.4168

2:
Molecular formula: C3H9P
Method: DFT, ωB97M-V/def2-TZVPD

```
13
C3H9P ωB97M-V/def2-TZVPD
C 0.083 -0.224 0.326
H 2.261 0.787 0.665
H 0.824 2.061 0.110
C -1.411 -0.103 0.543
H -1.638 0.060 1.595
P 1.007 1.148 1.154
H 0.500 -1.408 1.005
H 0.002 -1.393 -1.477
C 0.457 -0.470 -1.122
H -1.929 -0.999 0.209
H 1.536 -0.555 -1.240
H 0.104 0.349 -1.747
H -1.795 0.747 -0.022
```

The spin multiplicity is 1. For the HOMO-LUMO gap, the calculation gives 10.6 eV.

Here are the Mulliken charges for atoms 1 to 8, given in e: atom 1 (C): 0.2671, atom 2 (H): 0.0103, atom 3 (H): 0.0150, atom 4 (C): -1.3416, atom 5 (H): 0.3685, atom 6 (P): -0.0437, atom 7 (H): 0.2461, atom 8 (H): 0.3717

The structure with the least stability is 1.

1:
Molecular formula: C7H20N2O
Method: DFT, ωB97M-V/def2-TZVPD

```
30
C7H20N2O ωB97M-V/def2-TZVPD
H 2.429 -2.739 0.340
C 0.850 -1.515 -0.519
N 0.211 1.605 -1.695
H -1.638 2.491 2.795
H -2.054 0.313 -0.332
H -0.064 -3.379 0.092
C -2.205 0.825 0.616
H -0.759 2.853 -0.556
H 0.030 2.293 -2.435
H 0.013 2.938 2.304
C 2.103 -1.697 0.336
C 1.153 -1.973 -1.947
C -0.878 1.404 1.077
H -2.953 1.600 0.432
H 1.420 -3.032 -1.948
H 2.922 -1.083 -0.038
H 0.292 -1.848 -2.602
H -1.339 3.459 1.331
H 1.170 1.427 -1.968
O -0.106 0.450 1.708
H 2.000 -1.433 -2.368
C -0.970 2.638 1.947
N -0.150 2.045 -0.406
H 0.772 0.478 1.302
H 1.910 -1.367 1.355
H 0.568 -0.377 -0.616
H -1.193 -2.239 -0.614
H -0.609 -1.952 1.018
C -0.321 -2.320 0.035
H -2.604 0.136 1.355
```

The spin multiplicity is 1. For the HOMO-LUMO gap, the calculation gives 8.4 eV. Its SMILES is CC(C)(O)NN.CC(C)C.

Here are the Mulliken charges for atoms 1 to 8, given in e: atom 1 (H): 0.4252, atom 2 (C): 2.5717, atom 3 (N): -0.6787, atom 4 (H): 0.3534, atom 5 (H): 0.2657, atom 6 (H): 0.4474, atom 7 (C): -1.3652, atom 8 (H): 0.2061

2:
Molecular formula: C7H20N2O
Method: DFT, ωB97M-V/def2-TZVPD

```
30
C7H20N2O ωB97M-V/def2-TZVPD
C 1.114 -1.751 -2.629
H -2.036 0.161 1.213
C -2.209 1.767 -0.195
C -2.063 1.242 1.094
N -0.049 1.708 1.431
C -2.698 1.938 2.267
H -0.575 -2.647 -0.640
H 0.544 0.883 1.299
C -0.103 -1.687 -0.428
H 1.381 0.548 -1.149
H 2.505 -1.020 1.033
C 1.981 -0.291 -0.785
H 0.008 -1.577 0.648
H -2.121 1.100 -1.045
H -0.758 -0.900 -0.795
H -2.869 2.993 2.053
H 2.094 -1.752 -3.105
H -0.215 2.171 0.477
H 1.694 -3.484 -0.727
H -3.641 1.457 2.528
H -2.023 1.880 3.125
H 0.357 2.345 2.112
N 2.159 -0.140 0.661
H 0.612 -2.687 -2.872
H 2.874 0.557 0.846
H 0.526 -0.930 -3.036
H 2.938 -0.297 -1.325
H -2.817 2.652 -0.337
C 1.263 -1.607 -1.112
O 2.129 -2.633 -0.607
```

The spin multiplicity is 1. For the HOMO-LUMO gap, the calculation gives 8.1 eV. Its SMILES is CC(C)(O)CN.C=CC.N.

Here are the Mulliken charges for atoms 1 to 8, given in e: atom 1 (C): -1.8012, atom 2 (H): 0.2575, atom 3 (C): -1.1659, atom 4 (C): 0.6328, atom 5 (N): -0.6564, atom 6 (C): -1.3084, atom 7 (H): 0.5212, atom 8 (H): 0.2436

The structure with the least stability is 1.

1:
Molecular formula: C4H4N2OS
Method: DFT, ωB97M-V/def2-TZVPD

```
12
C4H4N2OS ωB97M-V/def2-TZVPD
H -0.576 2.479 0.082
C -1.343 -0.765 -0.022
N 0.091 -0.793 0.135
H 2.595 1.526 0.329
H 0.760 -1.526 -0.092
O -1.564 0.649 -0.058
C 0.703 0.526 -0.059
N -2.207 -1.677 -0.067
H -3.219 -1.522 -0.020
S 2.988 -0.882 -0.101
C 2.141 0.570 0.061
C -0.368 1.414 -0.187
```

The spin multiplicity is 1. For the HOMO-LUMO gap, the calculation gives 7.1 eV. Its SMILES is [H]/N=c1/[nH]c(C=S)co1.

Here are the Mulliken charges for atoms 1 to 8, given in e: atom 1 (H): 0.3119, atom 2 (C): 0.4560, atom 3 (N): -0.1889, atom 4 (H): 0.3145, atom 5 (H): 0.2135, atom 6 (O): -0.3371, atom 7 (C): 0.5280, atom 8 (N): -0.6381

2:
Molecular formula: C4H4N2OS
Method: DFT, ωB97M-V/def2-TZVPD

```
12
C4H4N2OS ωB97M-V/def2-TZVPD
C 0.980 -0.691 1.111
N -0.278 -1.249 -0.843
H -1.285 -1.084 -2.644
C -0.449 0.956 -0.109
N 0.102 -0.303 0.110
H 1.885 -0.180 3.138
H -1.533 1.638 -1.838
C -0.961 -0.565 -1.695
H -0.245 1.795 0.619
O 1.255 -1.847 1.411
C -1.067 0.810 -1.285
S 1.595 0.719 2.025
```

The spin multiplicity is 1. For the HOMO-LUMO gap, the calculation gives 10.4 eV. Its SMILES is O=C(S)n1cccn1.

Here are the Mulliken charges for atoms 1 to 8, given in e: atom 1 (C): 0.6805, atom 2 (N): -0.8056, atom 3 (H): 0.3876, atom 4 (C): 0.0089, atom 5 (N): 0.4838, atom 6 (H): 0.2023, atom 7 (H): 0.3298, atom 8 (C): -0.0568

The structure with the least stability is 1.

1:
Molecular formula: C2HNO4
Method: DFT, ωB97M-V/def2-TZVPD

```
8
C2HNO4 ωB97M-V/def2-TZVPD
C -1.002 -0.385 -0.061
O 0.798 0.892 0.063
O 0.193 -1.218 0.061
N -0.527 0.856 -0.139
O -2.100 -0.832 -0.031
O 2.397 -0.689 -0.096
H -1.021 1.841 0.202
C 1.262 -0.464 0.001
```

The spin multiplicity is 1. For the HOMO-LUMO gap, the calculation gives 10.7 eV. Its SMILES is O=c1[nH]oc(=O)o1.

Charges per atom according to Mulliken partitioning, unit e: atom 1 (C): 0.4374, atom 2 (O): -0.2439, atom 3 (O): -0.2565, atom 4 (N): -0.0451, atom 5 (O): -0.4818, atom 6 (O): -0.4145, atom 7 (H): 0.3430, atom 8 (C): 0.6615

2:
Molecular formula: C2HNO4
Method: DFT, ωB97M-V/def2-TZVPD

```
8
C2HNO4 ωB97M-V/def2-TZVPD
O -1.755 2.304 2.474
C -1.677 3.586 0.464
C -0.699 -0.517 0.632
O 0.182 -1.186 0.232
O -1.188 0.587 0.837
O -1.393 3.938 -0.562
H -1.587 -1.215 0.878
N -1.539 2.981 1.503
```

The spin multiplicity is 1. For the HOMO-LUMO gap (alpha / beta), the calculation gives 4.3 / 4.2 eV.

Charges per atom according to Mulliken partitioning, unit e: atom 1 (O): -0.3344, atom 2 (C): 0.5192, atom 3 (C): 0.1322, atom 4 (O): -0.3936, atom 5 (O): -0.3135, atom 6 (O): -0.2115, atom 7 (H): 0.2207, atom 8 (N): 0.3809

3:
Molecular formula: C2HNO4
Method: DFT, ωB97M-V/def2-TZVPD

```
8
C2HNO4 ωB97M-V/def2-TZVPD
H 0.474 0.307 0.240
C -2.119 -0.040 0.020
O 1.132 -2.010 -0.432
O -1.472 0.000 1.040
O -2.946 0.099 -0.743
C -0.298 -0.333 0.040
N 0.036 -1.686 0.013
O -0.853 -2.462 0.336
```

The spin multiplicity is 1. For the HOMO-LUMO gap, the calculation gives 10.1 eV. Its SMILES is O=C1O[C@H]1[N+](=O)[O-].

Charges per atom according to Mulliken partitioning, unit e: atom 1 (H): 0.3482, atom 2 (C): 0.7916, atom 3 (O): -0.5690, atom 4 (O): -0.2123, atom 5 (O): -0.2711, atom 6 (C): -0.4332, atom 7 (N): 0.9356, atom 8 (O): -0.5898

The structure with the least stability is 2.